# 1
# C22H41ClNP3STi

C22H41ClNP3STi as an isolated structure (ωB97M-V/def2-TZVPD, OMol25).

The lowest unoccupied orbital energy (alpha / beta) comes out at -14.20 / -14.21 eV. The spin multiplicity is 1. The largest force on an atom is 2.91 eV/Å. The value obtained for the total energy is -99266.756 eV. As for the energy above the lowest of the compared OMol25 structures with the same formula, charge and spin: 0.0 kJ/mol. The calculation puts the HOMO energy (alpha / beta) at -19.983 / -19.978 eV. Its total charge is +4. For the gap between HOMO and LUMO (alpha / beta), the calculation gives 5.7832 / 5.7657 eV.

Cartesian coordinates (Å):
Ti: -0.6406 0.2362 -0.4036
P: 1.7943 -0.1729 0.2235
P: -2.6779 1.2734 0.5259
P: 0.0201 2.2223 -1.5770
H: -0.0724 -5.0166 -0.3345
C: 0.5268 -4.5741 0.4668
C: -0.0208 -4.2778 1.6571
H: -1.0909 -4.4226 1.8442
C: 2.1725 -1.5785 1.3240
C: 2.5891 1.2073 1.1368
C: 2.9528 -0.5065 -1.1521
C: -4.0356 1.3474 -0.6995
C: -3.5270 0.4744 1.9308
C: -2.5254 2.9963 1.1307
C: 1.2248 1.9048 -2.9203
C: 0.7372 3.6679 -0.7263
C: -1.3620 2.9556 -2.5315
H: 1.5986 -4.4610 0.2683
H: 0.5820 -3.9286 2.5026
H: 1.5092 -2.4338 1.1477
H: 2.0827 -1.2783 2.3746
H: 3.2087 -1.8934 1.1371
H: 2.3886 1.1103 2.2109
H: 2.2208 2.1834 0.8007
H: 3.6747 1.1609 0.9737
H: 2.4259 -1.0036 -1.9766
H: 3.7396 -1.1806 -0.7884
H: 3.4107 0.4193 -1.5208
H: -4.9569 1.6117 -0.1626
H: -4.1622 0.3640 -1.1692
H: -3.8410 2.0840 -1.4875
H: -4.6025 0.6920 1.8749
H: -3.1346 0.8372 2.8882
H: -3.3821 -0.6109 1.8815
H: -3.5101 3.4841 1.1110
H: -1.8262 3.5803 0.5206
H: -2.1569 2.9863 2.1648
H: 1.0556 2.6502 -3.7099
H: 1.0935 0.9028 -3.3514
H: 2.2474 2.0059 -2.5373
H: 0.4501 4.5814 -1.2634
H: 1.8301 3.5907 -0.7231
H: 0.3755 3.7358 0.3055
H: -1.9264 2.1737 -3.0564
H: -0.9196 3.6367 -3.2725
H: -2.0398 3.5182 -1.8767
C: -0.1221 -1.6249 -3.2418
C: 0.1185 -1.3186 -4.5927
C: 1.1036 -2.0112 -5.2916
C: 1.8398 -3.0142 -4.6473
C: 1.5689 -3.3479 -3.3140
C: 0.5559 -2.6824 -2.6206
S: -1.3215 -0.6581 -2.3445
H: -0.0608 1.0417 2.1856
H: -0.4758 -0.5371 -5.0636
H: 1.2954 -1.7666 -6.3374
H: 2.6253 -3.5510 -5.1802
H: 2.1374 -4.1335 -2.8170
H: 0.2844 -2.9543 -1.6010
Cl: 0.5757 1.3846 6.8782
C: 0.0939 0.5711 5.4457
C: -0.4106 -0.7331 5.5192
C: -0.7597 -1.3773 4.3318
C: -0.6360 -0.7219 3.1218
N: -0.1716 0.5529 3.0849
C: 0.2095 1.2171 4.2242
H: -0.5115 -1.2186 6.4805
H: -1.1192 -2.4032 4.3213
H: -0.9018 -1.1985 2.1708
H: 0.5820 2.2296 4.1267


# 2
# C22H41FeNO4Si2

C22H41FeNO4Si2 as an isolated structure (ωB97M-V/def2-TZVPD, OMol25).

The lowest unoccupied orbital energy (alpha / beta) comes out at -4.12 / -4.54 eV. The spin multiplicity is 6. The largest force on an atom is 1.08 eV/Å. The value obtained for the total energy is -83297.091 eV. As for the energy above the lowest of the compared OMol25 structures with the same formula, charge and spin: 14.9 kJ/mol. The calculation puts the HOMO energy (alpha / beta) at -9.791 / -11.071 eV. As for the expectation value of S²: 8.76. Its total charge is +1. For the gap between HOMO and LUMO (alpha / beta), the calculation gives 5.6727 / 6.5325 eV.

Cartesian coordinates (Å):
Fe: -1.0283 -0.5553 -0.2646
O: -1.3332 1.0353 -4.3057
C: -1.4168 0.7095 -3.0375
O: -0.9086 -0.2687 -2.5472
C: -2.2090 1.6486 -2.1938
C: -2.7650 2.8369 -2.6199
C: -3.4404 3.6035 -1.6839
C: -3.5497 3.1438 -0.3797
C: -2.9672 1.9336 -0.0576
N: -2.2984 1.2213 -0.9480
C: -2.9637 1.2528 1.2832
O: -3.6374 1.7488 2.2992
O: -2.3307 0.2385 1.4205
H: -0.7918 0.3729 -4.7676
H: -2.6614 3.1452 -3.6516
H: -3.8778 4.5521 -1.9648
H: -4.0775 3.7368 0.3578
H: -4.1599 2.5270 2.0644
C: 0.7062 1.4638 2.9203
C: 1.2601 0.1361 2.3830
C: 0.3449 -0.9739 2.9255
C: 2.6670 -0.0652 2.9770
Si: 1.2974 0.1487 0.4385
C: 2.3617 -1.2943 -0.3204
C: 2.1259 -2.5949 0.4580
C: 1.9587 -1.5786 -1.7749
C: 3.8697 -0.9808 -0.2990
C: 1.7903 1.8772 -0.2889
C: 0.6499 2.8974 -0.1533
C: 3.0320 2.4477 0.4164
C: 2.1019 1.7504 -1.7866
H: 0.6221 1.3999 4.0119
H: -0.2933 1.6780 2.5284
H: 1.3584 2.3080 2.6982
H: 0.3212 -0.9086 4.0204
H: 0.6936 -1.9703 2.6704
H: -0.6842 -0.8684 2.5778
H: 2.6115 0.0227 4.0697
H: 3.3840 0.6787 2.6273
H: 3.0681 -1.0537 2.7566
H: 1.0625 -2.8491 0.5206
H: 2.5304 -2.5532 1.4671
H: 2.6330 -3.4171 -0.0599
H: 0.8863 -1.7618 -1.8856
H: 2.4766 -2.4814 -2.1186
H: 2.2327 -0.7678 -2.4511
H: 4.2418 -0.7781 0.7058
H: 4.1205 -0.1277 -0.9315
H: 4.4267 -1.8426 -0.6876
H: 0.3650 3.0812 0.8817
H: -0.2407 2.5730 -0.6999
H: 0.9698 3.8549 -0.5829
H: 2.8376 2.6878 1.4617
H: 3.3312 3.3800 -0.0795
H: 3.8830 1.7681 0.3763
H: 1.2898 1.2625 -2.3358
H: 3.0162 1.1870 -1.9685
H: 2.2455 2.7511 -2.2131
C: -1.1919 -3.9075 -1.5090
Si: -2.0824 -2.7632 -0.3253
C: -3.8566 -2.5325 -0.8930
C: -2.0626 -3.4414 1.4207
H: -1.6929 -4.8831 -1.5122
H: -0.1488 -4.0678 -1.2279
H: -1.2149 -3.5140 -2.5290
H: -4.3668 -3.5012 -0.9133
H: -3.9023 -2.1083 -1.9000
H: -4.4085 -1.8770 -0.2135
H: -2.6077 -4.3936 1.4468
H: -2.5538 -2.7527 2.1137
H: -1.0490 -3.6267 1.7832


# 3
# C22H41MnN5SSi4

C22H41MnN5SSi4 as an isolated structure (ωB97M-V/def2-TZVPD, OMol25).

The lowest unoccupied orbital energy (alpha / beta) comes out at -8.00 / -7.94 eV. The spin multiplicity is 2. The largest force on an atom is 2.08 eV/Å. The value obtained for the total energy is -104582.334 eV. The calculation puts the HOMO energy (alpha / beta) at -13.588 / -13.543 eV. As for the expectation value of S²: 0.79. Its total charge is +2. For the gap between HOMO and LUMO (alpha / beta), the calculation gives 5.5895 / 5.6027 eV.

Cartesian coordinates (Å):
Mn: 0.7012 0.9345 -0.0439
N: 3.1706 0.1997 3.4787
C: 2.5960 0.5417 2.3139
S: 0.8374 0.6768 2.2407
N: 3.3279 0.7634 1.2586
N: 2.5308 0.9987 0.1896
C: 2.5940 2.1244 -0.4703
C: 1.8235 2.2410 -1.7319
C: 2.0240 3.2752 -2.6302
C: 1.3952 3.2089 -3.8586
C: 0.5674 2.1275 -4.1384
C: 0.3561 1.1737 -3.1666
N: 0.9569 1.2250 -1.9718
H: 2.6391 0.2506 4.3302
H: 4.1763 0.2316 3.5482
H: 3.2550 2.9269 -0.1588
H: 2.6818 4.0951 -2.3693
H: 1.5589 3.9797 -4.6016
H: 0.0791 2.0318 -5.0991
H: -0.2945 0.3293 -3.3404
C: 2.7636 -2.7174 0.6343
Si: 1.1189 -3.0729 1.3957
C: 1.0623 -2.8776 3.2225
C: 0.4982 -4.7271 0.8828
Si: -0.1794 -1.1317 0.4595
Si: -0.8756 -2.2963 -1.7831
C: -2.1750 -1.0600 -2.2479
C: -1.6016 -3.9718 -1.6126
C: 0.7187 -2.2350 -2.7136
Si: -2.1310 -1.2909 1.9549
C: -2.8694 -2.9680 1.6913
C: -3.2688 0.0004 1.2086
C: -1.8789 -0.9105 3.7494
H: 3.5209 -3.3947 1.0455
H: 3.0962 -1.6935 0.8243
H: 2.7328 -2.8684 -0.4482
H: 1.7479 -3.6023 3.6769
H: 0.0631 -3.0717 3.6123
H: 1.3658 -1.8789 3.5365
H: 1.2221 -5.4701 1.2400
H: 0.4287 -4.8357 -0.1984
H: -0.4641 -4.9837 1.3236
H: -3.1150 -1.2818 -1.7362
H: -2.3680 -1.1404 -3.3267
H: -1.8933 -0.0327 -2.0227
H: -1.8351 -4.2597 -0.5887
H: -0.9302 -4.7249 -2.0304
H: -2.5370 -3.9914 -2.1826
H: 1.3637 -1.4255 -2.3709
H: 0.5448 -2.1022 -3.7888
H: 1.2585 -3.1773 -2.5896
H: -3.2970 -3.0765 0.6914
H: -3.6892 -3.0863 2.4094
H: -2.1677 -3.7815 1.8658
H: -3.1236 0.1150 0.1322
H: -3.1462 0.9747 1.6929
H: -4.3142 -0.2924 1.3642
H: -1.6228 -1.7973 4.3305
H: -2.8169 -0.5165 4.1544
H: -1.1066 -0.1646 3.9177
N: -1.0237 2.1366 0.0974
C: -0.6710 3.5222 -0.1956
C: 0.0734 4.2487 0.7205
C: 0.4305 5.5575 0.4205
C: 0.0429 6.1321 -0.7850
C: -0.7070 5.3928 -1.6911
C: -1.0665 4.0839 -1.3959
H: -1.3075 2.0744 1.0685
H: -1.8238 1.8894 -0.4733
H: 0.3578 3.8075 1.6696
H: 1.0025 6.1326 1.1375
H: 0.3053 7.1585 -1.0054
H: -1.0279 5.8394 -2.6242
H: -1.6619 3.5082 -2.0988


# 4
# C22H41N2O2P3SeW

C22H41N2O2P3SeW as an isolated structure (ωB97M-V/def2-TZVPD, OMol25).

The lowest unoccupied orbital energy (alpha / beta) comes out at -13.81 / -14.01 eV. The spin multiplicity is 3. The largest force on an atom is 8.37 eV/Å. The value obtained for the total energy is -125548.666 eV. As for the energy above the lowest of the compared OMol25 structures with the same formula, charge and spin: 51.0 kJ/mol. The calculation puts the HOMO energy (alpha / beta) at -19.428 / -19.663 eV. As for the expectation value of S²: 2.04. Its total charge is +4. For the gap between HOMO and LUMO (alpha / beta), the calculation gives 5.6164 / 5.6510 eV.

Cartesian coordinates (Å):
P: -0.4018 2.4164 0.6966
C: -0.6786 2.4095 2.5411
H: -1.0029 3.4147 2.7665
H: 0.2514 2.2037 3.0728
H: -1.4610 1.6993 2.8240
C: 0.9233 3.6399 0.5607
H: 0.9710 4.0739 -0.4382
H: 1.9028 3.1797 0.8282
H: 0.6855 4.4547 1.2846
C: -1.9712 3.1458 0.1169
H: -2.0506 4.1358 0.6138
H: -2.8267 2.5116 0.4412
H: -1.9955 3.2693 -0.9716
P: -2.1366 -1.1834 -1.8587
C: -3.1371 -2.3251 -0.8080
H: -3.8784 -2.7387 -1.5029
H: -3.6414 -1.7845 -0.0085
H: -2.5240 -3.1493 -0.4089
C: -3.3280 -0.0591 -2.5082
H: -2.9286 0.5051 -3.3643
H: -3.7312 0.6434 -1.7326
H: -4.1752 -0.6981 -2.8823
C: -1.5173 -2.2493 -3.1627
H: -2.4320 -2.5912 -3.7004
H: -0.9934 -3.1533 -2.7600
H: -0.8606 -1.7188 -3.8728
P: 2.5814 -1.0394 -0.9345
C: 3.1160 -2.4419 0.1627
H: 4.1786 -2.6034 -0.0480
H: 2.5666 -3.3452 -0.0951
H: 2.9698 -2.1782 1.2264
C: 3.0078 -1.7182 -2.5641
H: 4.0260 -2.1881 -2.4633
H: 3.0566 -0.9364 -3.3212
H: 2.2689 -2.5114 -2.8519
C: 3.7520 0.2829 -0.5100
H: 4.7726 -0.1139 -0.7355
H: 3.6823 0.5311 0.5751
H: 3.5757 1.1909 -1.1146
W: -0.1491 0.1491 -1.1768
C: -1.4213 0.1996 0.4515
O: -2.2015 -0.0288 1.3275
C: 0.1661 -1.8026 -0.6939
O: 0.1312 -3.0161 -0.4259
C: 0.9028 0.3314 -3.5581
C: 1.8091 1.1672 -2.8581
C: 1.3469 2.3202 -2.2036
C: -0.0067 2.6714 -2.2756
C: -0.9247 1.8439 -2.9640
C: -0.4587 0.6909 -3.6097
H: 1.3211 -0.3371 -4.3681
H: 2.8902 1.1244 -3.1664
H: 2.0821 3.1456 -1.9719
H: -0.2761 3.7601 -2.1362
H: -1.9056 2.3079 -3.3275
H: -1.0816 0.3001 -4.4786
C: -1.2193 -2.8205 2.5350
N: -0.8058 -1.8150 3.5007
C: -1.2710 -1.8004 4.8060
C: -0.5743 -0.9058 5.4645
N: 0.3601 -0.3287 4.5809
C: 1.3491 0.6503 4.9350
C: 0.1923 -0.8918 3.3113
Se: 0.9524 -0.2494 1.6201
H: -0.3537 -3.2701 2.0828
H: -1.8761 -2.3850 1.7471
H: -1.7899 -3.5485 3.1102
H: -2.0560 -2.5141 5.0692
H: -0.5920 -0.5944 6.5316
H: 0.8943 1.6215 5.1465
H: 1.9159 0.2823 5.8079
H: 2.0336 0.7615 4.0942


What is the total charge in the fourth record? +4